No. 1
Entry from OMol25: the molecule C5H7FN2 at a distorted geometry (ωB97M-V/def2-TZVPD).

SMILES: F[C@@H]1CN=CN2C[C@H]12
Spin multiplicity: 1
Energy above the lowest of the compared OMol25 structures with the same formula, charge and spin in eV: 4.266
Gap between HOMO and LUMO in eV: 9.97
Strongest force on any atom in eV/Å: 6.13

Last column: Mulliken charge in e.
Element x y z (Å)
F 0.01 1.66 -0.85  -0.33
N 1.55 -0.45 0.12  -0.48
N -0.55 -1.34 0.27  -0.48
C -0.22 1.09 0.40  0.18
C 0.97 0.64 0.99  -0.77
C -1.20 -0.01 0.32  0.40
C -1.30 -0.67 -0.94  -0.65
C 0.85 -1.38 -0.18  0.07
H 1.34 -2.32 -0.52  0.37
H 1.78 1.43 1.08  0.37
H -2.24 -1.25 -1.39  0.18
H -2.01 -0.16 1.14  0.27
H -0.39 1.96 1.17  0.25
H -0.77 -0.59 -1.91  0.22
H 0.62 0.47 1.94  0.41

=====

No. 2
Entry from OMol25: the molecule C2H2N2O2 at a distorted geometry (ωB97M-V/def2-TZVPD).

SMILES: N#CC(=O)NO
Spin multiplicity: 1
Energy above the lowest of the compared OMol25 structures with the same formula, charge and spin in eV: 2.955
Gap between HOMO and LUMO in eV: 10.32
Strongest force on any atom in eV/Å: 4.53

Last column: Mulliken charge in e.
Element x y z (Å)
O -0.59 1.73 1.01  -0.58
O -0.42 -1.29 -0.67  -0.41
N -0.73 -0.41 0.35  -0.16
N 2.02 0.55 -1.03  -0.33
C -0.07 0.77 0.42  0.57
C 1.16 0.71 -0.26  0.23
H -1.81 -0.38 0.57  0.31
H 0.45 -1.68 -0.38  0.36

=====

No. 3
Entry from OMol25: a 10-piece molecular cluster, H19O10 overall (ωB97M-V/def2-TZVPD).

Total charge: -1
Spin multiplicity: 1
Energy above the lowest of the compared OMol25 structures with the same formula, charge and spin in eV: 0.908
Gap between HOMO and LUMO in eV: 8.91
Strongest force on any atom in eV/Å: 0.92

Last column: Mulliken charge in e.
Element x y z (Å)
O 1.73 0.96 0.19  -0.63
O -2.07 -0.42 3.14  -0.62
O 1.81 1.74 3.29  -0.66
O 0.66 -1.99 -2.00  -0.67
O -3.49 0.27 -0.83  -0.70
O 3.44 -1.65 -1.31  -0.64
O -1.36 3.31 -0.86  -0.67
O -1.01 -0.34 -1.07  -0.85
O 0.38 0.74 -3.80  -0.68
O 0.02 -2.53 3.12  -0.72
H 0.93 0.07 -3.36  0.33
H 2.65 -1.19 -1.60  0.33
H 3.72 -1.21 -0.49  0.31
H 2.18 1.42 -0.53  0.29
H -1.02 3.18 0.03  0.33
H 2.64 2.12 2.98  0.30
H -0.42 0.75 -3.24  0.36
H 1.45 1.36 2.47  0.33
H -2.93 -0.56 2.72  0.31
H 0.13 -2.79 -2.04  0.21
H -2.49 0.26 -0.96  0.35
H -1.42 -0.97 -0.46  0.13
H -1.48 2.37 -1.08  0.28
H 0.06 -1.73 3.66  0.33
H -1.70 -1.31 3.16  0.33
H 0.09 -2.23 2.20  0.35
H -0.09 -1.29 -1.77  0.33
H 1.00 0.51 -0.27  0.33
H -3.73 1.12 -0.47  0.29

=====

No. 4
Entry from OMol25: the molecule C4H7NO2 at a distorted geometry (ωB97M-V/def2-TZVPD).

Spin multiplicity: 1
Energy above the lowest of the compared OMol25 structures with the same formula, charge and spin in eV: 5.516
Gap between HOMO and LUMO (spin up / spin down) in eV: 6.70 / 10.24
Strongest force on any atom in eV/Å: 4.36

Last column: Mulliken charge in e.
Element x y z (Å)
O -0.68 -0.09 1.14  -0.38
O 2.36 0.13 0.39  -0.47
N -0.40 -2.28 0.17  -0.50
C 1.22 0.10 -0.34  -0.34
C -0.96 1.02 -0.95  -1.20
C -0.81 -1.49 0.99  0.29
C -0.02 0.72 0.14  0.29
H -1.42 -1.50 1.92  0.31
H 0.22 1.66 0.73  0.26
H -0.58 1.85 -1.46  0.38
H 2.91 -0.67 0.39  0.36
H -1.87 1.27 -0.51  0.36
H -1.08 -0.04 -1.45  0.28
H 1.12 -0.68 -1.14  0.36

=====

What is the strongest force on any atom in the third record?
0.92 eV/Å

=====

What is the formula in the first record?
C5H7FN2

=====

What is the formula in the second record?
C2H2N2O2